[1]
74
Properties=species:S:1:pos:R:3:forces:R:3 method="wB97M-V/def2-TZVPD" charge=0 e_homo_ev=-5.464 e_lumo_ha=-0.074
C 3.551202 2.245364 4.149451 0.1 0.2 0.1
C 3.299912 0.817333 3.729098 -0.7 0.4 -0.1
O 1.870711 0.672061 3.662332 1.7 -0.4 -0.2
C 1.498401 -0.599254 3.360247 -3.7 0.9 0.9
C 0.068237 -0.618634 3.110295 0.7 2.8 -0.2
F -0.545304 -1.782347 3.323788 -0.9 -1.7 0.4
S -0.845637 0.828280 4.032928 1.3 -1.1 -0.5
C -2.665329 0.650577 4.072675 0.4 -0.1 -0.1
C -3.366075 1.202008 3.007924 -0.3 -0.3 -0.2
C -4.747618 1.017055 2.920908 0.2 0.0 0.4
C -5.428480 0.346367 3.943715 0.2 0.0 -0.1
C -4.725803 -0.100098 5.069960 0.2 0.3 -0.2
C -3.337789 0.085075 5.155555 -0.2 -0.2 -0.3
O -0.414153 0.695098 5.413969 -0.5 0.5 0.2
O -0.648972 2.066307 3.296322 0.0 -0.4 0.4
O 2.253117 -1.561180 3.396735 0.6 -0.5 -0.4
H 4.622305 2.453015 4.082315 0.0 0.1 0.0
H 3.009773 2.947583 3.500047 0.1 -0.2 0.2
H 3.228089 2.406885 5.188632 0.0 0.0 -0.4
H 3.692783 0.617314 2.721861 0.2 0.0 0.2
H 3.715556 0.100656 4.449034 0.0 0.1 -0.2
H -2.826151 1.770755 2.259071 0.0 -0.2 0.0
H -5.275031 1.397521 2.050906 0.0 0.0 0.2
H -6.510183 0.183557 3.863950 0.5 0.1 0.1
H -5.259432 -0.593909 5.879422 0.1 0.2 -0.1
H -2.783025 -0.197249 6.045761 0.0 -0.1 -0.2
C 2.315027 -8.068969 -3.244556 0.3 -0.4 -0.1
N 2.114817 -6.636253 -3.288857 0.7 0.5 0.8
C 1.256025 -6.208338 -4.366444 -0.7 0.2 -0.3
C 1.313766 -4.707624 -4.602343 0.2 -0.1 0.0
C 1.179782 -3.937154 -3.294019 -0.7 0.4 -0.2
C 2.017700 -4.470246 -2.180268 0.3 0.2 0.2
C 2.560693 -5.785978 -2.310377 -0.8 -0.3 0.3
C 3.504958 -6.177165 -1.325885 0.2 0.0 0.2
C 3.754800 -5.386376 -0.225442 -0.6 0.1 0.1
C 2.960644 -4.210175 0.090332 0.3 -0.6 -0.6
C 2.993959 -3.514577 1.329347 1.6 -0.3 -0.7
C 3.826584 -3.927529 2.418230 0.0 -0.8 0.3
C 4.523809 -3.004200 3.240217 -0.1 0.3 0.1
C 5.392560 -3.381064 4.244978 0.0 -0.3 -0.4
C 5.680424 -4.760967 4.470099 -0.1 0.5 0.5
N 6.534121 -5.146945 5.473495 -0.2 -0.1 -0.7
C 6.661995 -6.538707 5.850788 -0.1 -0.3 -0.2
C 7.040284 -4.205663 6.447007 -0.1 0.5 0.4
C 7.275876 -2.824641 5.850130 0.1 -0.1 -0.3
C 6.047125 -2.329035 5.087966 0.0 0.6 0.3
C 5.013371 -5.698856 3.660183 -0.3 -0.3 -0.4
C 4.097416 -5.306092 2.700583 0.5 0.3 -0.2
C 2.180680 -3.740164 -1.016187 0.2 -0.4 0.1
H 2.667689 -8.405284 -2.266570 -0.2 0.1 -0.2
H 1.368675 -8.585078 -3.467232 0.2 0.2 0.1
H 3.037184 -8.393050 -4.007449 -0.1 0.1 0.2
H 1.543540 -6.756197 -5.274373 0.0 0.1 0.2
H 0.215880 -6.509276 -4.142383 0.2 0.1 0.0
H 2.257240 -4.455331 -5.095302 0.0 0.0 0.1
H 0.503906 -4.431733 -5.282323 0.1 0.0 0.0
H 1.428145 -2.882610 -3.462073 -0.1 -0.1 0.0
H 0.129751 -3.972733 -2.970914 0.1 0.1 -0.1
H 4.046647 -7.118539 -1.452772 0.0 0.5 0.1
H 4.576217 -5.679805 0.415736 -0.2 0.1 0.0
H 2.535919 -2.525298 1.368480 0.0 -0.2 0.3
H 4.380767 -1.940027 3.053992 -0.1 -0.3 0.2
H 6.928459 -7.157675 4.986268 0.0 0.1 0.2
H 7.455751 -6.616405 6.598362 -0.1 -0.1 -0.2
H 5.735842 -6.939531 6.287488 0.1 0.1 -0.1
H 6.326691 -4.114634 7.284710 0.1 -0.1 -0.1
H 7.969427 -4.619315 6.858305 -0.2 0.2 -0.1
H 7.525910 -2.125590 6.654716 0.0 -0.1 -0.2
H 8.127957 -2.866674 5.162277 0.0 -0.1 0.1
H 6.340475 -1.494840 4.436000 -0.1 -0.1 0.2
H 5.315937 -1.923946 5.808084 0.1 -0.1 -0.3
H 5.228971 -6.756769 3.781203 -0.2 0.2 0.0
H 3.612983 -6.074429 2.106211 -0.1 0.1 0.4
H 1.695172 -2.765604 -0.914917 0.0 -0.3 -0.1

[2]
182
Properties=species:S:1:pos:R:3:forces:R:3 method="wB97M-V/def2-TZVPD" charge=+2 e_homo_ev=-7.218 e_lumo_ha=-0.136
C 6.486890 -0.055425 6.237232 -0.9 -0.3 -0.9
C 4.979450 -0.184585 5.799742 0.9 1.2 0.4
C 4.044380 0.213665 6.992382 -1.1 -1.7 -2.0
N 2.526560 -0.118405 6.675652 -0.2 0.9 1.7
C 2.382690 -1.532805 6.184022 0.0 0.7 -0.5
C 1.759350 0.108185 8.031192 0.4 -0.9 0.6
C 0.459860 0.840105 7.764912 2.1 0.5 0.4
C 0.970910 1.838555 6.709462 -0.5 -1.1 -1.4
C 1.818290 0.948645 5.763492 -0.3 -1.2 0.5
H 7.083840 0.046485 5.330932 0.0 0.2 0.0
H 6.798050 -1.014725 6.650792 0.0 0.3 0.5
H 6.685520 0.796465 6.887562 0.0 -0.2 0.1
H 4.930660 -1.136525 5.271022 -0.7 -0.4 0.9
H 4.745270 0.485345 4.972432 0.2 0.5 0.1
H 4.065610 1.293825 7.136942 0.2 -0.2 0.2
H 4.236220 -0.362425 7.897602 0.2 0.2 0.0
H 2.836190 -2.241985 6.876482 0.0 0.3 0.1
H 2.889340 -1.580415 5.220112 -0.2 -0.1 0.1
H 1.330390 -1.773285 6.032542 0.0 0.2 0.1
H 1.530920 -0.810345 8.571772 0.5 -0.5 -0.5
H 2.463340 0.641035 8.670392 -0.2 0.3 -0.2
H -0.276190 0.071475 7.529212 -0.4 0.7 -0.6
H 0.190030 1.378855 8.673232 -0.3 -0.2 0.0
H 0.107090 2.165025 6.130382 0.3 0.6 -0.1
H 1.580100 2.657695 7.091552 -0.4 0.0 0.3
H 1.105160 0.353445 5.193152 0.2 0.0 -0.3
H 2.545500 1.384155 5.078222 -0.1 0.2 0.3
C 0.976240 10.241215 1.405282 0.7 0.9 0.0
C 0.074620 9.038315 1.428342 -0.5 -1.4 -1.5
C 0.215120 8.181975 0.125192 -0.2 -1.2 0.4
N -0.929680 7.113505 -0.066648 -0.4 1.3 0.4
C -0.887810 6.092255 1.124402 -0.6 0.1 -1.8
C -0.874480 6.489605 -1.509798 -0.3 1.2 1.5
C -2.337350 6.274535 -1.869358 0.0 -2.0 -0.3
C -3.198180 7.094525 -0.977648 -1.6 0.3 1.0
C -2.259100 7.876325 -0.152448 0.5 0.9 0.4
H 0.982220 10.750225 2.369112 0.0 -0.2 0.1
H 0.692430 11.009625 0.686182 -0.6 -0.1 -0.1
H 2.011980 10.077025 1.107982 0.1 -0.6 0.3
H -0.967250 9.354935 1.476912 0.0 0.1 0.2
H 0.237200 8.331185 2.241752 0.2 0.4 0.3
H 1.086970 7.527805 0.132812 0.3 0.3 0.2
H 0.298610 8.774495 -0.785878 -0.5 0.1 0.1
H -1.316390 6.547975 2.017002 0.6 0.2 -0.1
H 0.113870 5.664265 1.163932 0.1 0.5 0.4
H -1.530070 5.242165 0.894302 -0.2 0.2 -0.3
H -0.257300 5.593795 -1.441178 0.1 0.3 -0.4
H -0.502380 7.312955 -2.119488 0.6 -0.4 0.0
H -2.529960 5.233625 -1.609508 -0.3 -0.2 -0.7
H -2.565500 6.479015 -2.915418 0.3 -0.3 0.0
H -3.869110 6.557655 -0.307038 0.1 -0.7 -0.3
H -3.875700 7.790255 -1.472648 0.2 0.0 -0.3
H -2.702230 8.152745 0.804282 0.6 -0.1 0.1
H -2.094700 8.776315 -0.744998 0.7 0.3 0.4
C 2.340140 -3.573975 -3.169538 0.5 -0.7 -0.5
C 3.699150 -4.107115 -2.668738 0.4 1.0 2.0
C 4.674270 -2.939765 -2.345948 1.6 -0.4 -0.7
N 6.114990 -3.427805 -1.899938 -0.2 -0.7 0.3
C 6.672780 -4.391785 -2.991778 -0.2 0.2 1.3
C 6.053070 -4.142545 -0.513538 -1.0 -0.5 -1.1
C 7.363060 -3.845635 0.190412 0.1 1.1 0.4
C 7.390580 -2.333325 -0.090128 -0.3 0.5 -0.8
C 7.149900 -2.327775 -1.605108 0.1 0.0 -0.4
H 2.143820 -2.509615 -3.040288 0.3 0.0 0.3
H 1.558150 -4.121465 -2.643368 -0.1 0.1 -0.4
H 2.340560 -3.789875 -4.237938 -0.6 0.1 0.0
H 4.156480 -4.903785 -3.255468 -0.2 0.5 -0.5
H 3.512290 -4.603475 -1.716468 -0.1 0.0 0.2
H 4.351130 -2.197435 -1.616128 -0.3 -0.4 0.3
H 4.912030 -2.356965 -3.235838 -0.1 -0.1 -0.2
H 7.719180 -4.588585 -2.758518 -0.1 0.2 0.0
H 6.578610 -3.979795 -3.996518 -0.1 0.2 0.3
H 6.161070 -5.351145 -2.915028 -0.1 0.3 -0.1
H 5.595810 -5.099945 -0.763358 0.9 -0.5 0.5
H 5.274050 -3.652895 0.070822 0.0 0.3 -0.2
H 8.308450 -4.232735 -0.189718 -0.3 -0.5 -0.4
H 7.395610 -4.037945 1.262822 -0.5 -0.2 -0.1
H 8.302910 -1.822395 0.217602 0.1 -0.2 -0.4
H 6.580620 -1.718865 0.302932 -0.2 -0.5 0.7
H 8.059780 -2.692395 -2.081828 -0.1 0.5 -0.3
H 6.781270 -1.388065 -2.016398 0.3 0.0 0.0
C -9.120570 3.591125 -2.163368 -0.5 0.0 -1.5
C -8.910790 2.085745 -2.327618 1.6 -1.1 2.7
C -7.419450 1.527195 -2.579278 -2.3 0.1 -1.2
N -7.480980 0.003495 -2.922878 0.7 -0.3 -0.9
C -8.068920 -0.850485 -1.801868 1.1 1.0 0.4
C -8.220020 -0.231605 -4.261128 0.3 -0.1 -0.2
C -7.347360 -1.137175 -5.121078 -0.9 -1.1 -1.5
C -6.213420 -1.676305 -4.337588 0.1 0.9 1.4
C -6.073750 -0.475605 -3.326868 0.7 -1.4 -0.5
H -8.645250 4.160715 -1.364778 0.5 -0.7 0.0
H -10.185890 3.726075 -1.976328 -0.1 0.1 -0.1
H -8.902290 4.050045 -3.127658 0.0 0.5 0.1
H -9.664380 1.552755 -2.907388 0.3 0.5 -0.8
H -9.181450 1.724735 -1.335398 0.2 -0.3 0.3
H -6.672220 1.750665 -1.817828 -0.4 -0.4 0.3
H -7.077830 1.985805 -3.507218 0.2 -0.1 -0.1
H -7.394400 -0.667035 -0.965528 -0.1 -0.1 0.2
H -8.022130 -1.920705 -2.003238 -0.2 0.2 -0.4
H -9.048630 -0.479985 -1.500218 0.0 -0.2 -0.5
H -9.188430 -0.686005 -4.051808 0.0 0.5 0.0
H -8.239660 0.678685 -4.860368 -0.7 0.3 0.8
H -7.904470 -1.965285 -5.559218 -0.3 0.2 0.0
H -6.914620 -0.616505 -5.975328 -0.3 0.4 0.0
H -6.405500 -2.661545 -3.912708 0.1 0.2 0.4
H -5.361660 -1.751375 -5.013588 0.3 0.0 0.5
H -5.405870 -0.750045 -2.510338 -0.4 0.6 0.4
H -5.673720 0.318465 -3.957358 0.2 0.3 0.5
C -3.624500 -8.124075 6.316752 0.6 0.5 -0.6
C -2.131920 -8.699335 6.339262 -1.9 0.4 -1.1
C -1.271390 -7.961605 5.242652 -0.5 -0.8 2.5
N 0.239980 -8.308235 5.354822 0.5 0.3 -1.5
C 0.837590 -8.026405 6.755152 -1.8 -0.1 -0.9
C 0.966440 -7.470935 4.270162 1.8 0.0 0.4
C 1.244180 -8.404305 3.044402 -1.7 -0.1 1.8
C 1.555710 -9.746755 3.792842 0.1 1.8 -1.1
C 0.558890 -9.776385 4.926032 -0.7 0.3 0.5
H -3.667810 -7.131325 6.764722 0.1 0.0 0.0
H -4.458770 -8.682785 6.740952 0.7 -0.6 0.6
H -4.006510 -8.014325 5.301792 0.4 0.2 -0.3
H -2.251050 -9.735705 6.023292 0.4 -0.2 0.4
H -1.774840 -8.599655 7.364282 0.3 -0.2 -0.2
H -1.406040 -6.895935 5.427862 0.5 0.1 -0.3
H -1.671530 -8.228045 4.264382 0.5 0.1 -0.1
H 0.536490 -8.869645 7.376742 0.1 0.2 0.1
H 0.299470 -7.132295 7.069952 0.4 0.1 0.3
H 1.920630 -7.903745 6.764562 -0.2 -0.1 -0.4
H 1.893540 -7.234795 4.792482 0.4 -0.1 -0.4
H 0.553480 -6.479025 4.086642 -0.8 -0.4 -0.1
H 1.999810 -8.086835 2.325842 0.0 0.2 0.4
H 0.271610 -8.462105 2.555662 0.1 -0.2 -0.5
H 2.578450 -9.573075 4.127402 0.1 -0.8 0.2
H 1.455440 -10.568005 3.083192 0.2 -0.2 0.5
H 0.893060 -10.280075 5.833072 0.0 -0.1 -0.3
H -0.396840 -10.192565 4.607492 0.1 -0.1 0.0
C -1.679120 2.725175 -7.993328 1.1 0.9 0.5
C -0.306150 2.525115 -7.262098 -0.1 -0.2 -1.2
C 0.702250 3.684855 -7.263718 0.4 0.3 0.4
N 2.178850 3.231035 -7.273228 0.3 -0.8 -0.5
C 2.493520 2.124465 -6.266038 -0.9 1.2 -0.1
C 2.600580 2.707015 -8.683908 0.7 -0.6 1.5
C 2.760340 3.918435 -9.513908 -0.7 -0.1 -0.5
C 3.287990 4.952675 -8.536668 0.8 1.5 0.0
C 3.138910 4.439155 -7.072058 -1.8 -0.6 -1.7
H -1.576900 2.831315 -9.073308 0.3 -0.3 0.0
H -2.099200 3.685125 -7.693128 -0.5 -0.3 0.3
H -2.307910 1.859785 -7.783958 -0.1 0.3 0.1
H 0.127780 1.703385 -7.831808 0.3 -0.2 0.3
H -0.452650 2.196845 -6.233068 -0.1 0.0 -0.1
H 0.590170 4.312785 -6.379828 0.1 -0.3 0.3
H 0.608580 4.430715 -8.053028 -0.1 -0.5 -0.5
H 1.865130 1.267085 -6.507168 0.5 -0.1 -0.1
H 2.185840 2.467615 -5.278258 0.2 0.1 0.0
H 3.574390 1.988055 -6.300878 -0.3 -0.4 0.0
H 3.607870 2.314415 -8.544888 -0.1 -0.4 0.4
H 1.960260 1.897425 -9.034108 -0.2 0.3 0.1
H 3.428730 3.728845 -10.353808 -0.1 0.1 0.0
H 1.761510 4.122495 -9.899668 0.2 0.7 -0.3
H 4.304930 5.295855 -8.726798 0.4 -0.8 0.0
H 2.825830 5.915295 -8.755448 -0.7 -0.1 0.6
H 4.033970 4.002625 -6.628858 0.0 0.6 0.1
H 2.575320 5.162195 -6.482398 0.6 -0.2 0.4
O -6.110400 2.934455 3.785622 0.3 -1.7 -0.1
C -6.602920 4.175585 3.949022 -4.9 0.9 3.1
O -5.940290 5.073085 3.514392 3.8 3.2 -2.6
O -7.688120 4.379925 4.566752 0.5 -1.8 -0.4
H -5.294830 3.194605 3.351132 0.5 -0.5 -0.2
O -2.082520 -0.087765 0.858832 -0.5 0.6 -0.3
C -0.771930 -0.420075 0.675092 2.4 2.1 -1.0
O -0.481950 -1.558215 1.018372 0.5 -2.2 0.6
O 0.033240 0.448205 0.202622 -1.4 -0.3 0.4
H -2.398180 -0.955135 1.122722 -0.8 -0.2 0.3
O 5.278760 2.585235 -0.300828 -1.2 -2.1 2.3
C 5.414380 3.481495 -1.227868 1.4 4.0 -4.8
O 6.427390 3.518905 -1.906108 3.2 -1.6 -0.4
O 4.523720 4.315765 -1.512398 -2.9 0.0 1.7
H 4.333750 2.716085 -0.193888 -0.7 -0.5 1.0
O -2.848820 -5.249275 0.570012 2.6 -0.7 -0.4
C -4.119940 -4.857775 0.667552 -2.2 2.5 1.3
O -4.350870 -3.839265 1.359832 1.0 1.0 0.8
O -4.966680 -5.460405 0.072822 -1.9 -2.8 -2.2
H -2.401680 -4.436305 0.816432 0.5 0.1 0.4

Among the records above, which one has the lowest charge?
C31H35FN2O4S

The lowest charge belongs to which entry?
C31H35FN2O4S

Which value of charge does entry 1 give?
0

The lowest charge belongs to which entry?
C31H35FN2O4S